This record from OMol25 describes the molecule C4H5FO2 at a distorted geometry. The level of theory is wB97M-V/def2-TZVPD.

```
12
Properties=species:S:1:pos:R:3:lowdin_charge:R:1
C 0.86695 -1.64623 0.29286 0.14
C -0.50459 -1.07543 -0.40005 -0.63
C 0.49614 1.20243 0.29471 -0.08
C -0.70040 0.38193 0.11347 -0.16
O 1.81449 -1.20460 0.73675 0.26
O -1.60786 -1.67491 -0.22723 0.00
F 0.19718 -0.99660 -1.66179 0.00
H 0.42354 2.08584 -0.22984 0.07
H 1.22309 0.72760 -0.27439 0.05
H 0.79217 1.24768 1.32137 0.09
H -1.42236 0.71088 -0.69277 0.15
H -1.57834 0.24140 0.72691 0.12
```

The total charge is 0. The calculation puts the energy above the lowest of the compared OMol25 structures with the same formula, charge and spin at 80.7 kcal per mole. The calculation puts the max |F| at 0.1201 Eh/bohr. Its HOMO-LUMO gap (alpha / beta) is 8.301 / 8.299 eV. The LUMO energy (alpha / beta) is -1.48 / -1.49 eV.

This record from OMol25 describes the molecule C4H5FO2 at a distorted geometry. The level of theory is wB97M-V/def2-TZVPD.

```
12
Properties=species:S:1:pos:R:3:lowdin_charge:R:1
C 1.03900 0.31938 0.85523 -0.12
C 0.56696 -0.84201 0.02396 -0.15
C -0.93526 -0.57628 -0.48488 -0.31
O -1.69380 -1.50509 -0.55123 0.13
C -1.27573 0.81801 -0.90276 -0.40
O -0.90606 1.33210 -1.91271 0.20
F -1.95993 1.46443 0.07073 0.12
H 0.42526 1.13673 0.70930 0.02
H 2.09569 0.61070 0.51221 0.10
H 1.14978 0.03182 1.96407 0.11
H 0.44948 -1.81800 0.71745 0.16
H 1.04462 -0.97179 -1.00136 0.14
```

As for the structure (SMILES): CCC(=O)C(=O)F. The total charge is 0. The calculation puts the energy above the lowest of the compared OMol25 structures with the same formula, charge and spin at 25.1 kcal per mole. The calculation puts the max |F| at 0.0856 Eh/bohr. Its HOMO-LUMO gap is 10.713 eV. The LUMO energy is 0.42 eV.

This record from OMol25 describes a 2-piece molecular cluster, C4H5FO2 overall at a distorted geometry. The level of theory is wB97M-V/def2-TZVPD.

```
12
Properties=species:S:1:pos:R:3:lowdin_charge:R:1
C 1.11528 0.03122 -1.45779 0.03
C -1.18199 -0.68032 -0.54390 -0.56
C 0.40728 0.95831 0.64578 -0.10
C -0.35078 -0.41168 0.67823 -0.15
O 2.11951 -0.50308 -1.33190 0.11
O -1.32888 -1.72498 -1.07675 0.14
F -1.81568 0.34222 -1.14537 0.09
H 1.30852 0.87283 -0.00018 0.01
H 0.64677 1.19447 1.63685 0.06
H -0.28924 1.65830 0.18460 0.09
H -0.85015 -0.33974 1.66790 0.13
H 0.21936 -1.39755 0.74252 0.15
```

The total charge is 0. The calculation puts the energy above the lowest of the compared OMol25 structures with the same formula, charge and spin at 31.7 kcal per mole. The calculation puts the max |F| at 0.0678 Eh/bohr. Its HOMO-LUMO gap is 11.864 eV. The LUMO energy is 0.65 eV.

This record from OMol25 describes the molecule C4H5FS at a distorted geometry. The level of theory is wB97M-V/def2-TZVPD.

```
11
Properties=species:S:1:pos:R:3:lowdin_charge:R:1
C -1.87619 0.99218 -0.38916 0.09
C -1.11174 0.02480 0.11718 -0.42
F -1.57433 -1.22077 0.14560 0.06
C 0.25767 0.11912 0.68698 -0.58
C 1.22380 1.13872 0.22279 -0.41
S 1.54079 -0.54361 -0.37578 0.85
H -1.53092 2.00498 -0.43199 0.06
H -2.80501 0.85184 -0.89498 0.06
H 0.25988 -0.25212 1.71373 0.12
H 1.79609 1.61532 1.04546 0.09
H 0.83518 1.81569 -0.55678 0.08
```

As for the structure (SMILES): C=C(F)[C@@H]1CS1. The total charge is 0. The calculation puts the energy above the lowest of the compared OMol25 structures with the same formula, charge and spin at 15.8 kcal per mole. The calculation puts the max |F| at 0.0306 Eh/bohr. Its HOMO-LUMO gap is 10.036 eV. The LUMO energy is 0.90 eV.

This record from OMol25 describes an isolated ion of composition C4H5IN and charge +1 at a distorted geometry. The level of theory is wB97M-V/def2-TZVPD.

```
11
Properties=species:S:1:pos:R:3:lowdin_charge:R:1
C -2.04788 -1.20094 -0.06274 0.36
N -1.28218 -0.43293 -0.43943 0.11
C -0.24971 0.40842 -0.76969 -0.01
C 1.10312 0.49616 0.53507 -0.12
C 1.47582 0.84908 1.81104 -0.76
I 3.40650 0.73546 2.41280 0.95
H -2.71504 -1.96547 0.09542 0.12
H -0.59168 1.41253 -0.47312 0.15
H 0.26008 0.10894 -1.54477 0.06
H 2.02505 0.30724 -0.08470 0.06
H 0.70870 1.19538 2.64039 0.08
```

As for the structure (SMILES): C#[N+]C/C=C/I. The total charge is +1. The calculation puts the energy above the lowest of the compared OMol25 structures with the same formula, charge and spin at 57.2 kcal per mole. The calculation puts the max |F| at 0.1793 Eh/bohr. Its HOMO-LUMO gap is 7.353 eV. The LUMO energy is -5.21 eV.

This record from OMol25 describes the molecule C4H5IN2 at a distorted geometry. The level of theory is wB97M-V/def2-TZVPD.

```
12
Properties=species:S:1:pos:R:3:lowdin_charge:R:1
N 0.80662 -2.07753 -0.08477 0.10
C 0.31645 -0.80768 0.01109 -0.49
N -0.88900 -0.35812 0.02895 0.04
C -0.90238 1.02330 -0.07870 -0.23
C 0.64757 1.45119 -0.18738 -0.06
C 1.31602 0.28539 -0.07700 -0.67
I 3.40018 -0.03834 0.02165 0.86
H 1.77003 -2.13440 -0.45985 0.02
H 0.14588 -2.79809 -0.36555 0.10
H -1.70018 1.52686 0.61459 0.15
H -1.30229 1.23093 -1.00630 0.08
H 1.09601 2.42871 -0.36631 0.09
```

As for the structure (SMILES): NC1=NCC=C1I. The total charge is 0. The calculation puts the energy above the lowest of the compared OMol25 structures with the same formula, charge and spin at 18.0 kcal per mole. The calculation puts the max |F| at 0.0594 Eh/bohr. Its HOMO-LUMO gap is 9.320 eV. The LUMO energy is 0.38 eV.

This record from OMol25 describes C4H5InO3 as an isolated structure at a distorted geometry. The level of theory is wB97M-V/def2-TZVPD.

```
13
Properties=species:S:1:pos:R:3:mulliken_spin:R:1
H 0.38365 -0.19310 -1.89965 0.00
O 2.00345 2.18424 -0.95286 0.04
C 1.19815 1.25606 -0.96261 0.02
O 1.01708 0.53336 -2.01929 0.00
In 3.16705 3.11132 -1.88039 0.93
O 0.38282 0.97780 0.26110 0.01
C -0.64924 0.11028 0.34403 0.00
C -0.57806 -0.97634 1.22283 0.00
C -1.63135 -1.83356 1.41416 0.00
H -1.53396 0.33632 -0.26222 0.00
H 0.35591 -1.11922 1.77201 0.00
H -1.54029 -2.69107 2.08009 0.00
H -2.57520 -1.69608 0.88281 0.00
```

The spin multiplicity is 2. The total charge is +3. The calculation puts the max |F| at 0.1888 Eh/bohr. Its HOMO-LUMO gap (alpha / beta) is 9.414 / 6.937 eV. The LUMO energy (alpha / beta) is -14.50 / -16.98 eV.

This record from OMol25 describes C4H5LuO4 as an isolated structure at a distorted geometry. The level of theory is wB97M-V/def2-TZVPD.

```
14
Properties=species:S:1:pos:R:3:mulliken_spin:R:1
O -0.28381 -2.89662 -1.03325 0.01
C -1.32150 -2.29475 -0.51286 0.00
O -2.09616 -2.80952 0.29388 0.00
O -1.33438 -0.98291 -0.78875 0.00
Lu 0.46985 -1.16186 -2.00167 0.10
C -0.80677 1.07675 1.03279 0.32
C 0.51887 1.13276 1.34967 -0.10
O 1.54875 0.73053 0.54590 0.28
C 1.55569 0.87089 -0.81041 0.34
H -1.50620 1.11269 1.86891 0.01
H -1.15207 1.51771 0.09342 0.00
H 0.87409 1.29780 2.36755 0.00
H 2.55672 0.68206 -1.21606 0.02
H 0.97691 1.72447 -1.18913 0.01
```

The spin multiplicity is 2. The total charge is +1. The calculation puts the energy above the lowest of the compared OMol25 structures with the same formula, charge and spin at 50.0 kcal per mole. The calculation puts the max |F| at 0.0987 Eh/bohr. Its HOMO-LUMO gap (alpha / beta) is 6.607 / 5.690 eV. The LUMO energy (alpha / beta) is -6.27 / -7.18 eV.

This record from OMol25 describes C4H5MgO5 as an isolated structure at a distorted geometry. The level of theory is wB97M-V/def2-TZVPD.

```
15
Properties=species:S:1:pos:R:3:lowdin_charge:R:1
O -0.55836 -0.27193 -1.96613 -0.13
C -0.75233 0.99943 -2.28392 -0.65
C -0.20404 -0.34565 -0.43004 0.02
O -1.27505 1.21807 -3.37941 0.00
O -0.51365 1.82707 -1.33344 0.15
C 0.10516 1.13854 -0.19855 -0.04
Mg -1.16253 -0.73383 -3.97718 0.98
H 0.68493 -0.98056 -0.43071 0.14
H -1.15124 -0.66797 0.01089 0.14
H 1.17574 1.35990 -0.22772 0.15
H -0.35305 1.53606 0.70835 0.15
O 1.01706 -1.26794 4.11412 0.06
C 1.09645 -1.31174 2.72292 -0.10
O 0.09300 -0.78370 2.21548 0.03
H 1.79791 -1.71574 4.45534 0.10
```

The total charge is +1. The calculation puts the energy above the lowest of the compared OMol25 structures with the same formula, charge and spin at 0.0 kcal per mole. The calculation puts the max |F| at 0.1254 Eh/bohr. Its HOMO-LUMO gap (alpha / beta) is 9.415 / 5.514 eV. The LUMO energy (alpha / beta) is -4.40 / -5.29 eV.

This record from OMol25 describes the molecule C4H5N at a distorted geometry. The level of theory is wB97M-V/def2-TZVPD.

```
10
Properties=species:S:1:pos:R:3:lowdin_charge:R:1
C -1.75532 -0.25921 -0.31904 0.02
C -0.54669 -0.38490 0.32183 -0.15
C 0.66133 0.55062 0.17434 -0.19
C 2.02157 -0.03254 -0.05403 -0.22
N 3.02116 -0.57113 -0.24106 0.13
H -1.92629 0.45512 -1.09409 0.05
H -2.43397 -1.01039 -0.04017 0.03
H -0.44679 -1.32993 0.96828 0.12
H 0.91519 1.40257 0.90019 0.14
H 0.48983 1.17979 -0.61625 0.07
```

As for the structure (SMILES): C=CCC#N. The total charge is 0. The calculation puts the energy above the lowest of the compared OMol25 structures with the same formula, charge and spin at 35.1 kcal per mole. The calculation puts the max |F| at 0.0803 Eh/bohr. Its HOMO-LUMO gap is 11.221 eV. The LUMO energy is 0.85 eV.